The following is a quantum chemistry calculation of the molecule C4H2ClNOS at a distorted geometry, from the Open Molecules 2025 dataset.

Computed properties:
SMILES string: S=c1ccnc(Cl)o1
E_HOMO: -9.5 eV
Orbital gap: 8.3003 eV
Energy above the lowest of the compared OMol25 structures with the same formula, charge and spin: 212.19 kJ/mol

Positions of all 10 atoms, in Å:
S: 0.727 0.230 -2.868
C: 0.154 0.120 -1.319
C: -1.061 0.078 -0.591
C: -1.101 -0.109 0.693
N: -0.041 -0.090 1.567
C: 1.055 -0.042 0.900
Cl: 2.666 -0.373 1.855
O: 1.347 0.192 -0.394
H: -1.794 0.116 -1.199
H: -1.954 -0.123 1.358